[1]
C2H6NO2 | ωB97M-V/def2-TZVPD

```
11
Properties=species:S:1:pos:R:3:forces:R:3
C 0.069378 -0.939181 -0.611078 -1.57 -0.92 1.30
C 0.526953 0.341461 0.197929 -3.33 -3.74 -2.07
N -0.369219 0.930292 0.921698 0.69 0.41 0.35
O -1.306416 -1.194278 -0.787651 -1.66 1.57 1.03
O 1.740329 0.555213 -0.005168 1.88 1.38 0.61
H 0.374876 -0.953305 -1.632309 1.88 0.10 -0.29
H 0.232881 -1.870407 0.039447 1.32 1.43 -1.01
H -1.330440 0.657095 0.795407 -0.18 -0.39 0.21
H -1.840409 -0.410260 -1.026775 0.44 -0.57 -0.35
H -0.149061 1.495720 1.721843 0.03 0.65 0.08
H 2.051128 1.387649 0.386657 0.49 0.08 0.14
```
Positions in Å, forces in eV/Å.

As for the maximum force: 5.4 eV/A. The relative energy (zero: lowest compared OMol25 entry of this formula, charge and spin) is 1.580 eV. The HOMO energy comes out at -15.65 eV. Its SMILES is [NH2+]=C(O)CO. As for the net charge: +1.



[2]
C3HBr2N2O2S2 | ωB97M-V/def2-TZVPD

```
12
Properties=species:S:1:pos:R:3:forces:R:3
C 1.657773 -0.367302 -0.226407 1.23 0.75 -3.42
C 0.839412 -0.071939 0.921923 -4.17 1.52 3.80
C 0.550993 1.350574 -0.927018 -3.02 1.81 1.37
N 1.518945 0.441089 -1.288805 1.50 -3.02 2.65
N 0.111839 1.043364 0.441957 -0.03 0.86 -0.08
O 0.636543 -0.499171 2.074653 1.76 0.26 -3.30
O 0.033383 2.233789 -1.572278 1.21 -1.13 0.48
S -1.960077 -2.465035 -1.179284 0.23 0.33 -0.15
S -1.102085 1.911023 1.331747 0.69 -0.98 -1.61
Br -1.803585 -3.869864 0.526638 0.02 -0.18 0.23
Br -2.857697 1.456055 0.050448 0.32 0.06 0.54
H 2.374559 -1.162586 -0.153570 0.25 -0.28 -0.50
```
Positions in Å, forces in eV/Å.

As for the maximum force: 5.8 eV/A. The relative energy (zero: lowest compared OMol25 entry of this formula, charge and spin) is 0.082 eV. The HOMO energy (alpha / beta) comes out at -3.22 / -3.22 eV. As for the net charge: -1.



[3]
C7H7N | ωB97M-V/def2-TZVPD

```
15
Properties=species:S:1:pos:R:3:forces:R:3
C -1.232603 -0.685019 0.841666 -0.62 -2.51 0.71
C 0.049317 -1.047201 0.155722 -2.27 2.12 0.06
C 1.525911 1.055398 0.576941 0.99 -0.97 -0.50
C 1.068926 -0.082757 0.174973 2.02 2.03 0.16
C -1.671614 0.327592 -0.058135 1.78 -2.87 -0.26
C 2.290713 0.404720 -0.569923 -0.14 -0.52 0.08
C -1.126996 -0.830938 -0.748417 1.46 1.28 1.30
N -2.280879 1.331802 -0.305740 -4.02 4.12 -0.30
H -1.737985 -1.325782 1.584641 0.13 0.58 -0.52
H 0.340162 -2.008135 0.199059 1.03 -3.39 0.30
H 1.714321 1.884121 1.204833 -0.53 0.53 0.52
H 2.002666 0.822380 -1.556267 1.16 -0.39 0.29
H 3.286070 -0.124745 -0.358759 -1.42 0.96 -0.74
H -1.320866 -1.434836 -1.589785 -1.01 -0.67 -0.46
H -2.907138 1.713397 0.449192 1.46 -0.29 -0.64
```
Positions in Å, forces in eV/Å.

As for the maximum force: 5.8 eV/A. The relative energy (zero: lowest compared OMol25 entry of this formula, charge and spin) is 5.412 eV. The HOMO energy comes out at -9.02 eV. Its SMILES is [H]/N=C1\[C@@H]2[C@H](C3=CC3)[C@H]12.



[4]
C4H8FNS | ωB97M-V/def2-TZVPD

```
15
Properties=species:S:1:pos:R:3:forces:R:3
C -1.056281 -0.631878 -0.575506 0.52 1.46 -1.52
C 0.174388 -0.524046 0.274533 -0.79 -0.55 2.15
C 2.192684 0.571524 -0.048557 -0.94 0.79 -1.02
C 0.734701 0.894837 0.394057 0.70 -0.17 1.38
H -2.438977 -1.275213 0.707660 -0.08 -0.33 0.56
H -3.039719 -0.236830 -0.291177 -0.86 0.52 -0.93
H -0.990185 0.210579 -1.269597 -0.23 -0.14 -0.16
H -1.023092 -1.484573 -1.221302 -0.21 -1.07 -0.11
H -0.192477 -0.881196 1.280059 0.79 0.23 -0.75
H 2.377731 1.002978 -1.059587 0.04 -0.33 0.74
H 2.942951 0.919083 0.657100 0.12 -0.33 -0.04
H 0.679968 1.271880 1.438898 0.10 -0.19 -0.65
N -2.227602 -0.411411 0.240193 0.57 -0.66 0.82
F 0.061302 1.802806 -0.379326 0.28 0.42 -0.37
S 1.804608 -1.228539 -0.147452 -0.02 0.35 -0.11
```
Positions in Å, forces in eV/Å.

As for the maximum force: 2.4 eV/A. The relative energy (zero: lowest compared OMol25 entry of this formula, charge and spin) is 0.206 eV. The HOMO energy comes out at -8.84 eV.



> What is the maximum force in the second record?

5.8 eV/A



> The lowest maximum force belongs to which entry?

C4H8FNS



> Number 2 is which compound?

C3HBr2N2O2S2